18
Properties=species:S:1:pos:R:3 method="wB97M-V/def2-TZVPD" relative_energy_kcal_mol=11.48 total_charge=0 lumo_energy_ev=0.59 total_energy_ev=-11386.4052 smiles="CC(N)=O.CC(N)=O"
C -0.7631 2.3797 -1.7070
C -0.6529 3.0829 -0.3689
N -1.0662 2.3303 0.6884
O -0.3766 4.2592 -0.3164
H -1.7101 2.6847 -2.1674
H -0.8860 1.2952 -1.6646
H 0.0139 2.6150 -2.4215
H -0.8700 2.6696 1.6197
H -1.0289 1.3425 0.5415
C 1.1910 -2.2319 -0.3175
C 0.4441 -2.1283 0.9671
N 0.5181 -3.2088 1.8034
O -0.2361 -1.1546 1.2347
H 0.7860 -3.0191 -0.9729
H 2.2416 -2.5213 -0.3588
H 1.0786 -1.3071 -0.8728
H 0.1522 -3.1272 2.7367
H 1.1642 -3.9609 1.5763